(A)
18
Properties=species:S:1:pos:R:3 method="wB97M-V/def2-TZVPD" homo_lumo_gap_ha=0.4083 e_homo_ev=-14.117 charge=+1
C -1.834 -2.000 -0.590
C -0.536 -1.367 -1.125
C 0.406 -1.118 -0.232
N 1.682 -0.401 -0.624
H -2.759 -1.456 -0.756
H -2.254 -2.812 -1.149
H -1.724 -2.333 0.467
H -0.343 -1.381 -2.175
H 0.518 -1.428 0.853
H 1.908 -0.328 -1.706
H 1.604 0.610 -0.342
H 2.367 -0.858 -0.111
H 0.858 2.373 0.735
H 0.216 2.371 -0.719
O 0.912 2.024 -0.103
H 0.367 3.019 2.885
H -1.195 2.625 2.464
O -0.195 2.461 2.227


(B)
18
Properties=species:S:1:pos:R:3 method="wB97M-V/def2-TZVPD" homo_lumo_gap_ha=0.4197 e_homo_ev=-14.520 charge=+1
C 0.210 0.600 -2.502
C 0.456 -0.028 -1.161
C 0.163 -1.266 -0.806
N 1.346 0.768 -0.281
H 0.219 1.687 -2.539
H 0.955 0.266 -3.225
H -0.779 0.294 -2.852
H 0.543 -1.752 0.086
H -0.402 -1.887 -1.487
H 1.866 1.519 -0.731
H 2.080 0.124 0.030
H 0.838 1.111 0.577
H -0.809 0.169 1.961
H -0.518 1.604 2.530
O -0.228 0.974 1.851
H -2.325 -1.268 3.530
H -1.947 -1.767 2.173
O -1.666 -1.147 2.847


It turns out (B) is the most stable, with the second structure 1.222 eV higher.


(A)
18
Properties=species:S:1:pos:R:3 method="wB97M-V/def2-TZVPD" homo_lumo_gap_ha=0.3645 e_homo_ev=-13.548 charge=+1
C -0.276 -0.209 -0.290
C 0.731 1.849 -0.905
C -0.525 1.702 1.107
C -0.145 -2.783 0.935
N -0.048 1.056 -0.057
N 0.214 -0.901 -1.357
S -1.233 -1.312 1.019
H 0.378 1.799 -1.973
H 0.604 2.912 -0.673
H 1.841 1.617 -0.969
H -0.687 2.740 0.849
H -1.490 1.415 1.533
H 0.266 1.746 1.944
H -0.526 -3.516 1.681
H 0.993 -2.544 0.913
H -0.440 -3.115 -0.008
H 0.298 -0.474 -2.230
H 0.047 -1.982 -1.520


(B)
18
Properties=species:S:1:pos:R:3 method="wB97M-V/def2-TZVPD" homo_lumo_gap_ha=0.2376 e_homo_ev=-11.840 charge=+1
C 1.320 0.914 0.274
C 0.210 0.108 0.834
C -1.354 -1.708 0.407
C -1.535 0.313 -0.658
N 2.031 -0.026 -0.498
N -0.780 -0.609 0.089
S 3.748 0.481 -0.646
H 1.019 1.769 -0.477
H 1.810 1.345 1.045
H 0.736 -0.640 1.505
H -0.216 0.978 1.422
H -0.984 -2.395 1.203
H -2.269 -2.161 -0.086
H -1.350 0.303 -1.680
H -2.656 -0.012 -0.554
H -1.342 1.310 -0.349
H 2.497 -1.080 0.098
H 3.205 1.664 -0.523


It turns out (A) is the most stable, with the second structure 3.888 eV higher.